1.
# C6H18NO

A 3-piece molecular cluster, C6H18NO overall (ωB97M-V with the def2-TZVPD basis set, OMol25).

```
26
Properties=species:S:1:pos:R:3:nbo_charge:R:1
C 3.31 0.87 -0.57 -0.577
C 1.80 0.64 -0.08 -0.221
C 0.81 0.34 -1.22 -0.419
C -0.67 -0.06 -0.80 -0.205
C -1.13 0.81 0.32 -0.652
C -0.72 -1.57 -0.46 -0.617
N 1.85 -0.38 0.80 0.035
H 3.75 -0.08 -0.88 0.247
H 3.39 1.57 -1.41 0.280
H 3.95 1.34 0.19 0.249
H 1.56 1.66 0.31 0.444
H 1.23 -0.52 -1.77 0.242
H 0.67 1.11 -1.99 0.255
H -1.32 0.18 -1.65 0.230
H -0.71 0.55 1.30 0.197
H -2.18 0.61 0.52 0.268
H -1.09 1.89 0.18 0.219
H -0.29 -1.63 0.55 0.206
H -1.75 -1.92 -0.37 0.238
H -0.24 -2.21 -1.19 0.217
H 2.92 -3.06 2.19 0.002
H 2.75 -0.37 1.31 0.362
H 3.18 -2.71 2.76 -0.001
H -5.39 -0.70 1.45 0.475
H -5.28 0.77 1.25 0.471
O -4.81 -0.05 1.05 -0.944
```

Properties
energy: -10039.192 eV
E_HOMO: -13.89 eV
total charge: +1
frontier orbital gap: 5.11 eV
relative energy (zero: lowest compared OMol25 entry of this formula, charge and spin): 640.59 kJ/mol



2.
# C9H60NO22

A 22-piece molecular cluster, C9H60NO22 overall (ωB97M-V with the def2-TZVPD basis set, OMol25).

```
92
Properties=species:S:1:pos:R:3:mulliken_spin:R:1
C 16.52 11.91 24.27 0.036
C 16.68 10.44 24.66 -0.047
C 16.08 9.49 23.59 0.036
C 16.86 9.35 22.30 -0.016
C 18.32 8.86 22.68 0.019
C 18.99 9.80 23.65 -0.060
N 18.11 10.06 24.83 0.461
O 18.74 10.61 26.00 0.514
C 19.45 11.04 22.85 0.043
C 20.34 9.08 24.12 0.014
C 15.81 10.06 25.93 0.021
H 17.37 12.55 24.49 0.003
H 15.67 12.29 24.83 -0.006
H 16.30 11.93 23.20 0.004
H 15.06 9.83 23.40 0.000
H 15.96 8.46 23.94 -0.020
H 16.79 10.28 21.74 -0.001
H 16.42 8.55 21.71 0.000
H 18.91 8.68 21.78 0.003
H 18.24 7.85 23.07 -0.007
H 20.09 11.72 23.41 0.003
H 18.55 11.62 22.66 -0.012
H 19.92 10.80 21.89 0.006
H 20.91 8.83 23.22 0.000
H 20.19 8.19 24.74 -0.004
H 21.03 9.66 24.73 0.004
H 15.94 9.03 26.26 -0.009
H 14.79 10.23 25.58 -0.001
H 16.03 10.75 26.74 0.004
O 13.92 5.98 22.83 0.000
H 13.53 6.75 22.43 0.000
H 14.32 6.30 23.63 0.000
O 13.87 14.21 23.64 0.000
H 13.77 13.61 24.37 0.000
H 14.78 14.51 23.70 0.000
O 20.57 9.62 28.40 0.001
H 20.20 10.31 27.85 0.000
H 21.51 9.82 28.44 0.000
O 13.33 8.26 21.44 0.000
H 12.43 8.39 21.13 0.000
H 13.88 8.56 20.71 0.000
O 15.37 11.79 20.20 0.000
H 15.94 12.52 20.43 0.000
H 14.76 11.72 20.94 0.000
O 17.68 5.45 24.85 0.000
H 18.62 5.30 24.77 0.000
H 17.60 6.27 25.33 0.000
O 22.99 11.38 22.17 0.000
H 23.92 11.50 21.98 0.000
H 22.59 11.24 21.31 0.000
O 17.79 7.51 26.48 0.002
H 18.09 8.24 25.94 0.022
H 18.59 7.14 26.86 0.004
O 17.04 13.61 21.18 0.000
H 16.72 14.40 21.61 0.000
H 17.98 13.60 21.35 0.000
O 19.41 8.86 18.96 0.000
H 19.87 8.84 18.12 0.000
H 19.70 8.06 19.41 0.000
O 18.01 11.06 19.30 0.000
H 17.33 11.00 19.97 0.000
H 18.46 10.22 19.35 0.000
O 23.96 8.30 23.67 0.000
H 24.55 7.90 23.03 0.000
H 23.40 8.88 23.16 0.000
O 14.59 13.03 27.76 0.000
H 13.73 12.86 27.39 0.000
H 14.42 13.62 28.50 0.000
O 23.04 9.96 26.64 0.000
H 23.07 10.82 26.21 0.000
H 23.34 9.35 25.97 0.000
O 20.03 13.02 19.85 0.000
H 19.26 12.54 19.56 0.000
H 20.76 12.41 19.72 0.000
O 14.96 6.26 25.52 0.000
H 15.41 5.90 26.29 0.000
H 15.29 7.15 25.44 -0.001
O 16.21 15.54 23.28 0.000
H 16.27 16.50 23.22 0.000
H 16.92 15.30 23.88 0.000
O 18.78 14.47 23.92 0.000
H 18.97 13.54 24.01 0.001
H 19.13 14.86 24.72 0.000
O 17.33 12.37 27.96 -0.002
H 16.41 12.60 27.85 0.000
H 17.52 11.81 27.21 -0.008
O 21.22 12.11 26.13 0.003
H 20.83 12.35 26.97 -0.001
H 20.64 11.43 25.78 -0.006
O 17.58 9.88 29.01 0.001
H 17.93 9.69 28.14 -0.001
H 17.17 10.74 28.93 0.000
```

Properties
energy: -56840.744 eV
E_HOMO (alpha / beta): -10.04 / -10.04 eV
total charge: 0
frontier orbital gap (alpha / beta): 9.50 / 8.29 eV
relative energy (zero: lowest compared OMol25 entry of this formula, charge and spin): 0.00 kJ/mol
multiplicity: 2



3.
# C6H11NS

The molecule C6H11NS (ωB97M-V with the def2-TZVPD basis set, OMol25).

```
19
Properties=species:S:1:pos:R:3:nbo_charge:R:1
S 3.41 0.61 -0.23 -0.033
C 2.10 -0.62 0.33 -0.507
C 0.88 -0.65 -0.43 -0.218
C -0.52 -0.81 0.16 -0.240
C -2.04 -0.69 -0.21 -0.209
N -2.30 0.78 0.02 -0.675
C -0.94 1.43 0.27 -0.208
C -0.04 0.47 -0.67 -0.250
H 4.31 0.18 0.67 0.126
H 2.40 -1.63 0.19 0.222
H 1.94 -0.61 1.46 0.223
H 0.90 -1.22 -1.45 0.230
H -0.40 -0.77 1.36 0.194
H -2.23 -0.92 -1.20 0.191
H -2.52 -1.31 0.55 0.202
H -2.86 1.35 -0.57 0.373
H -1.00 2.57 0.06 0.197
H -0.63 1.33 1.30 0.186
H -0.49 0.51 -1.61 0.197
```

Properties
energy: -18720.795 eV
E_HOMO: -8.26 eV
total charge: 0
frontier orbital gap: 9.11 eV
relative energy (zero: lowest compared OMol25 entry of this formula, charge and spin): 453.46 kJ/mol
SMILES string: SCC1[C@@H]2CNC[C@@H]12



4.
# C6H14O

A 2-piece molecular cluster, C6H14O overall (ωB97M-V with the def2-TZVPD basis set, OMol25).

```
21
Properties=species:S:1:pos:R:3:nbo_charge:R:1
C -3.33 0.26 -0.56 -0.419
C -2.18 0.33 0.10 -0.158
C -1.23 -0.82 0.26 -0.455
C 0.21 -0.53 0.71 -0.409
C 1.24 0.00 -0.28 -0.058
O 2.44 0.11 0.44 -0.542
C 3.53 0.60 -0.31 -0.245
H -3.60 -0.64 -1.11 0.192
H -4.06 1.06 -0.56 0.204
H -1.93 1.23 0.68 0.198
H -1.72 -1.36 1.09 0.230
H -1.27 -1.50 -0.60 0.215
H 0.63 -1.46 1.12 0.214
H 0.18 0.17 1.55 0.206
H 1.37 -0.68 -1.14 0.160
H 0.94 0.98 -0.69 0.163
H 3.77 -0.06 -1.15 0.163
H 4.39 0.63 0.36 0.193
H 3.34 1.61 -0.70 0.163
H -1.67 0.21 -2.21 0.017
H -1.04 -0.12 -2.42 -0.032
```

Properties
energy: -8494.182 eV
E_HOMO: -9.51 eV
total charge: 0
frontier orbital gap: 10.64 eV
relative energy (zero: lowest compared OMol25 entry of this formula, charge and spin): 261.55 kJ/mol
SMILES string: C=CCCCOC.[H][H]



5.
# C23H24N3

A 2-piece molecular cluster, C23H24N3 overall (ωB97M-V with the def2-TZVPD basis set, OMol25).

```
50
Properties=species:S:1:pos:R:3:nbo_charge:R:1
C 4.30 -1.52 0.71 -0.418
N 2.92 -1.95 0.75 -0.285
C 1.86 -1.10 0.69 0.187
C 0.66 -1.84 0.80 -0.171
C -0.62 -1.29 0.60 0.114
C -1.85 -2.04 0.59 -0.149
C -2.03 -3.17 -0.28 -0.172
C -3.19 -3.93 -0.22 -0.202
C -4.15 -3.70 0.77 -0.159
C -4.01 -2.58 1.61 -0.211
C -2.94 -1.71 1.45 -0.151
C 1.08 -3.24 1.04 -0.087
C 0.45 -4.43 1.37 -0.164
C 1.19 -5.61 1.52 -0.195
C 2.57 -5.63 1.31 -0.176
C 3.25 -4.43 1.03 -0.247
C 2.50 -3.26 0.95 0.196
H 4.90 -2.43 0.74 0.231
H 4.53 -0.98 -0.21 0.235
H 4.54 -0.87 1.55 0.234
H 1.98 -0.05 0.49 0.245
H -0.66 -0.20 0.52 0.237
H -1.24 -3.38 -1.00 0.230
H -3.33 -4.70 -0.97 0.232
H -5.03 -4.34 0.84 0.236
H -4.77 -2.38 2.36 0.236
H -2.86 -0.78 2.03 0.226
H -0.62 -4.42 1.51 0.235
H 0.68 -6.54 1.76 0.234
H 3.09 -6.59 1.38 0.240
H 4.32 -4.42 0.89 0.230
C 0.20 6.82 -2.45 -0.403
N -0.28 6.00 -1.35 -0.396
C -0.33 6.69 -0.09 -0.405
C -0.55 4.67 -1.44 0.234
C -0.90 3.89 -0.31 -0.327
C -0.98 2.49 -0.42 0.044
N -0.85 1.84 -1.59 -0.513
C -0.59 2.55 -2.70 0.057
C -0.42 3.95 -2.68 -0.326
H 0.50 6.21 -3.31 0.215
H -0.56 7.55 -2.76 0.204
H 1.05 7.42 -2.08 0.204
H -0.96 6.17 0.65 0.211
H 0.67 6.86 0.34 0.194
H -0.75 7.69 -0.26 0.208
H -1.04 4.33 0.67 0.215
H -1.13 1.90 0.48 0.167
H -0.48 2.01 -3.66 0.202
H -0.15 4.44 -3.62 0.221
```

Properties
energy: -28703.707 eV
E_HOMO: -10.08 eV
total charge: +1
frontier orbital gap: 5.30 eV
relative energy (zero: lowest compared OMol25 entry of this formula, charge and spin): 33.39 kJ/mol



6.
# C5H14N2O

A 2-piece molecular cluster, C5H14N2O overall (ωB97M-V with the def2-TZVPD basis set, OMol25).

```
22
Properties=species:S:1:pos:R:3:nbo_charge:R:1
C -0.72 1.39 0.50 -0.247
C 0.34 0.91 -0.50 -0.479
C 0.61 -0.57 -0.15 -0.116
C 1.78 -0.86 0.41 -0.093
N 2.46 -2.08 0.65 -0.415
C 3.76 -2.13 0.59 0.145
N -1.84 2.08 -0.25 -0.705
H -1.13 0.62 1.20 0.253
H -0.27 2.21 1.27 0.262
H 0.07 0.83 -1.64 0.268
H 1.32 1.46 -0.32 0.259
H -0.13 -1.29 -0.67 0.259
H 2.37 -0.05 0.91 0.226
H 1.95 -2.85 0.98 0.452
H 4.38 -2.98 0.94 0.266
H 4.43 -1.23 0.31 0.256
H -2.65 1.41 -0.25 0.488
H -2.31 2.89 0.15 0.456
H -1.56 2.38 -1.20 0.452
H -5.29 0.19 -0.51 0.505
H -4.80 0.45 -1.84 0.499
O -4.41 0.45 -0.90 -0.991
```

Properties
energy: -10421.305 eV
E_HOMO: -17.95 eV
total charge: +2
frontier orbital gap: 9.66 eV
relative energy (zero: lowest compared OMol25 entry of this formula, charge and spin): 165.57 kJ/mol



7.
# C4H14N2O

A 2-piece molecular cluster, C4H14N2O overall (ωB97M-V with the def2-TZVPD basis set, OMol25).

```
21
Properties=species:S:1:pos:R:3:nbo_charge:R:1
C -1.11 -1.65 -0.89 -0.650
C -1.03 -0.14 -1.44 -0.226
N -1.54 0.76 -0.26 -0.659
C -0.58 1.61 0.50 -0.219
C 0.09 0.90 1.75 -0.236
N 0.59 -0.41 1.63 -0.828
H -0.10 -1.66 -0.22 0.236
H -0.95 -2.41 -1.64 0.205
H -2.11 -1.90 -0.42 0.208
H -1.40 0.10 -2.49 0.196
H 0.07 0.11 -1.66 0.179
H -2.10 0.08 0.35 0.360
H -0.96 2.63 0.81 0.200
H 0.21 1.80 -0.20 0.185
H 0.86 1.53 2.10 0.163
H -0.58 1.03 2.64 0.178
H 0.84 -0.76 2.54 0.375
H 1.42 -0.29 0.98 0.331
O 2.83 -0.09 -1.48 -0.938
H 3.30 -0.84 -1.85 0.477
H 2.26 -0.39 -0.76 0.463
```

Properties
energy: -9400.502 eV
E_HOMO: -8.36 eV
total charge: 0
frontier orbital gap: 9.06 eV
relative energy (zero: lowest compared OMol25 entry of this formula, charge and spin): 299.60 kJ/mol
SMILES string: CCNCCN.O